(1)
Entry from OMol25: a structure of composition C15H10ClNNaO2 in a non-equilibrium geometry (ωB97M-V with the def2-TZVPD basis set).

Calculated values
charge: -1
highest occupied orbital energy: -3.8 eV
ΔE to the lowest compared entry with this formula, charge and spin: 0.5071 eV

The geometry in XYZ format:
```
30
C15H10ClNNaO2 (ωB97M-V with the def2-TZVPD basis set)
Na 0.54 0.78 -0.87
C -1.01 1.70 0.82
C 0.05 2.38 1.42
C 0.78 1.85 2.54
C 1.83 2.52 3.11
C 2.25 3.78 2.63
C 1.55 4.32 1.54
C 0.51 3.66 0.96
C 3.32 4.48 3.25
N 4.18 5.05 3.75
H -1.69 2.26 0.19
H -1.46 0.87 1.36
H 0.48 0.88 2.93
H 2.35 2.08 3.95
H 1.86 5.29 1.16
H -0.01 4.11 0.12
Cl -3.73 -5.55 -1.05
C -2.46 -4.45 -1.54
C -2.39 -3.20 -0.95
C -1.37 -2.34 -1.35
C -0.44 -2.71 -2.31
C -0.55 -3.97 -2.88
C -1.55 -4.85 -2.50
C 0.68 -1.77 -2.76
O 1.43 -2.18 -3.65
O 0.73 -0.64 -2.17
H -3.11 -2.91 -0.20
H -1.30 -1.35 -0.91
H 0.18 -4.26 -3.63
H -1.63 -5.84 -2.95
```

(2)
Entry from OMol25: a structure of composition C15H11Cl2CoIrNO3S in a non-equilibrium geometry (ωB97M-V with the def2-TZVPD basis set).

Calculated values
charge: +4
⟨S²⟩: 20.07
highest occupied orbital energy (alpha / beta): -21.9 / -21.9 eV
spin multiplicity: 9
ΔE to the lowest compared entry with this formula, charge and spin: 2.8266 eV

The geometry in XYZ format:
```
35
C15H11Cl2CoIrNO3S (ωB97M-V with the def2-TZVPD basis set)
Co 0.82 -0.06 -2.92
Ir -0.47 0.73 -1.30
Cl -2.31 2.02 -1.09
Cl 1.55 -1.11 -1.23
C -1.25 -0.46 -0.06
C -0.31 1.27 -3.32
C 1.42 -0.31 -4.63
O -1.79 -1.04 0.78
O -0.70 2.10 -4.03
O 2.05 -0.45 -5.59
N 0.47 2.07 -0.17
S 1.48 1.84 1.12
C 0.63 2.95 2.29
C -0.71 3.30 2.13
C -1.38 4.03 3.13
C -0.70 4.47 4.27
C 0.66 4.17 4.38
C 1.32 3.42 3.41
C 1.21 0.25 1.95
C 0.05 -0.03 2.65
C -0.07 -1.24 3.35
C 1.00 -2.13 3.41
C 2.20 -1.80 2.77
C 2.31 -0.61 2.05
H 0.42 3.07 -0.40
H -1.26 2.92 1.27
H -2.46 4.18 3.03
H -1.24 4.98 5.08
H 1.20 4.45 5.28
H 2.36 3.13 3.53
H -0.75 0.71 2.66
H -1.02 -1.46 3.84
H 0.92 -3.05 4.01
H 3.06 -2.46 2.84
H 3.24 -0.33 1.56
```

(3)
Entry from OMol25: a structure of composition C15H11Cl5N7Ru in a non-equilibrium geometry (ωB97M-V with the def2-TZVPD basis set).

Calculated values
charge: +2
⟨S²⟩: 0.79
highest occupied orbital energy (alpha / beta): -14.6 / -14.7 eV
spin multiplicity: 2
ΔE to the lowest compared entry with this formula, charge and spin: 1.3765 eV

The geometry in XYZ format:
```
39
C15H11Cl5N7Ru (ωB97M-V with the def2-TZVPD basis set)
Ru -0.76 -0.24 -0.36
N -4.98 0.58 -1.65
C -3.95 -0.27 -1.77
N -2.97 0.13 -0.98
C -3.47 1.27 -0.39
N -4.69 1.54 -0.79
C -2.68 2.02 0.56
C -3.23 2.97 1.43
N -2.47 3.56 2.31
C -1.17 3.30 2.36
C -0.61 2.38 1.48
N -1.37 1.73 0.60
H -5.89 0.57 -2.10
H -3.94 -1.14 -2.40
H -4.28 3.23 1.39
H -0.58 3.83 3.08
H 0.45 2.18 1.46
Cl -1.14 -2.98 -0.71
C 0.08 -2.55 -1.85
C 0.34 -1.18 -1.89
C 1.38 -0.74 -2.71
Cl 1.69 0.95 -2.65
C 2.12 -1.62 -3.51
Cl 3.35 -1.03 -4.53
C 1.82 -3.00 -3.46
Cl 2.70 -4.09 -4.42
C 0.78 -3.48 -2.62
Cl 0.41 -5.14 -2.56
C 3.14 -1.10 3.42
N 2.73 -0.31 2.27
C 3.63 0.74 1.83
C 1.61 -0.51 1.70
N 0.57 -0.70 1.19
H 3.29 -0.46 4.29
H 4.09 -1.60 3.20
H 2.38 -1.85 3.64
H 3.70 1.51 2.60
H 3.28 1.17 0.90
H 4.63 0.32 1.67
```

(4)
Entry from OMol25: the molecule C15H11ClN2O2S in a non-equilibrium geometry (ωB97M-V with the def2-TZVPD basis set).

Calculated values
highest occupied orbital energy: -8.6 eV
ΔE to the lowest compared entry with this formula, charge and spin: 1.7889 eV
SMILES: Oc1cc(O)c(-c2nnc(Cc3ccccc3)s2)cc1Cl

The geometry in XYZ format:
```
32
C15H11ClN2O2S (ωB97M-V with the def2-TZVPD basis set)
Cl -4.88 -2.81 1.84
N 0.25 1.30 1.49
N 1.07 1.71 0.46
O -4.57 -1.87 4.82
O -0.99 1.24 3.89
S -0.60 0.02 -0.57
C -0.63 0.43 1.14
C 0.70 1.16 -0.62
C 3.78 -0.73 -3.94
C 2.44 -0.76 -4.27
C 4.30 0.08 -2.97
C -2.87 -0.32 4.27
C -2.70 -1.07 1.62
C 1.68 0.31 -3.72
C 3.43 0.90 -2.26
C -3.71 -1.69 2.43
C -3.70 -1.35 3.83
C -1.88 0.27 3.40
C -1.72 -0.14 2.06
C 2.15 1.08 -2.68
C 1.15 1.81 -1.89
H -4.88 -2.66 4.39
H -0.31 1.37 3.19
H 4.44 -1.53 -4.47
H 2.15 -1.49 -4.93
H 5.27 -0.15 -2.67
H -3.01 -0.14 5.29
H -2.74 -1.55 0.59
H 0.60 0.40 -4.09
H 3.85 1.42 -1.43
H 1.64 2.73 -1.70
H 0.29 2.05 -2.49
```

(5)
Entry from OMol25: a structure of composition C15H11IIrN3 (ωB97M-V with the def2-TZVPD basis set).

Calculated values
charge: +2
highest occupied orbital energy: -15.7 eV

The geometry in XYZ format:
```
31
C15H11IIrN3 (ωB97M-V with the def2-TZVPD basis set)
Ir 0.26 -1.35 -0.50
C 4.58 -0.92 -0.17
C 4.67 0.34 0.38
C 3.50 1.05 0.65
C 2.28 0.47 0.36
N 2.20 -0.78 -0.18
C 3.32 -1.46 -0.43
C 0.98 1.15 0.56
C 0.75 2.41 1.08
C -0.56 2.87 1.16
C -1.63 2.09 0.73
C -1.36 0.83 0.22
N -0.08 0.42 0.17
C -2.33 -0.16 -0.32
C -3.69 0.07 -0.41
C -4.50 -0.91 -0.97
C -3.93 -2.09 -1.42
C -2.56 -2.26 -1.29
N -1.78 -1.32 -0.76
H 5.46 -1.51 -0.39
H 5.63 0.78 0.60
H 3.55 2.05 1.07
H 3.20 -2.45 -0.83
H 1.56 3.03 1.41
H -0.76 3.85 1.57
H -2.64 2.46 0.79
H -4.11 1.00 -0.06
H -5.57 -0.75 -1.05
H -4.53 -2.87 -1.86
H -2.08 -3.17 -1.61
I 0.17 -2.88 1.50
```

(6)
Entry from OMol25: the molecule C15H11N3O4S (ωB97M-V with the def2-TZVPD basis set).

Calculated values
highest occupied orbital energy: -8.3 eV
ΔE to the lowest compared entry with this formula, charge and spin: 4.3954 eV
SMILES: O=[N+]([O-])c1ccccc1S(=O)(=O)Nc1cccc2cccnc12

The geometry in XYZ format:
```
34
C15H11N3O4S (ωB97M-V with the def2-TZVPD basis set)
O -2.11 -2.26 -0.32
N -3.10 -1.78 0.18
O -3.92 -2.37 0.83
C -3.37 -0.39 -0.13
C -2.54 0.63 0.30
C -2.81 1.93 -0.06
C -3.89 2.22 -0.88
C -4.73 1.20 -1.30
C -4.48 -0.11 -0.92
H -5.13 -0.91 -1.23
H -5.59 1.43 -1.92
H -4.09 3.24 -1.17
H -2.16 2.71 0.32
S -1.20 0.35 1.48
O -1.32 -0.96 2.02
O -1.23 1.48 2.36
N 0.14 0.52 0.52
C 1.15 -0.42 0.29
C 0.93 -1.77 0.20
C 2.00 -2.64 -0.05
C 3.28 -2.17 -0.22
C 3.54 -0.79 -0.13
C 4.82 -0.22 -0.28
C 4.97 1.13 -0.17
C 3.84 1.92 0.10
N 2.63 1.43 0.24
C 2.46 0.10 0.13
H 3.92 3.00 0.20
H 5.94 1.60 -0.27
H 5.66 -0.87 -0.48
H 4.10 -2.85 -0.41
H 1.80 -3.70 -0.12
H -0.06 -2.17 0.32
H 0.56 1.45 0.59
```